[1]
# C42H35IrN4O4S4

C42H35IrN4O4S4 as an isolated structure at a distorted geometry (ωB97M-V/def2-TZVPD, OMol25).

Each line ends with the Mulliken spin population.
Positions of all 90 atoms, in Å:
Ir1 0.84 -0.05 -0.26  2.928
S1 -4.30 2.49 2.59  0.000
S2 1.96 -3.32 0.07  0.032
S3 4.43 0.02 -5.65  0.000
S4 -2.09 -1.50 -0.78  0.028
O1 -1.04 -1.02 0.23  0.057
O2 1.29 -2.09 -0.60  0.118
O3 1.40 1.35 1.21  0.189
O4 2.99 0.14 -0.35  0.223
N1 -0.69 1.54 -0.48  0.108
N2 2.65 1.20 1.50  0.040
N3 3.47 0.65 0.72  0.007
N4 1.00 0.72 -2.41  0.159
C1 -0.81 2.10 -1.74  0.074
C2 -3.73 -2.06 1.48  0.002
C3 -0.94 3.20 -4.25  0.000
C4 0.67 -4.59 0.21  0.005
C5 3.40 3.75 4.07  0.000
C6 -3.40 3.45 1.43  -0.004
C7 2.67 3.06 3.13  0.008
C8 0.11 1.69 -2.73  -0.005
C9 3.86 -2.91 3.57  0.005
C10 -4.78 -1.51 -0.58  0.002
C11 3.20 1.87 2.66  -0.012
C12 0.85 1.63 -5.06  0.006
C13 1.89 0.33 -3.32  -0.005
C14 2.68 0.09 -5.69  0.000
C15 -1.80 -4.25 0.00  0.004
C16 -1.74 3.08 -2.05  0.006
C17 -3.53 4.79 1.66  0.002
C18 -1.86 -3.21 -1.11  -0.003
C19 -2.66 3.36 -1.01  0.005
C20 -4.98 -2.22 2.07  0.000
C21 -1.55 1.90 0.44  -0.014
C22 3.56 -3.27 2.25  -0.009
C23 -6.16 -1.99 1.30  0.000
C24 -2.56 2.92 0.31  0.002
C25 5.04 1.95 4.19  0.003
C26 -1.80 3.64 -3.33  -0.001
C27 1.79 0.72 -4.71  0.004
C28 0.03 2.20 -4.04  -0.009
C29 -3.61 -1.62 0.15  0.004
C30 1.43 -1.95 2.47  0.081
C31 -4.70 3.92 3.47  0.001
C32 3.14 -1.97 4.26  -0.003
C33 3.17 -1.23 -7.56  0.001
C34 4.57 3.19 4.58  0.001
C35 -0.60 -4.14 0.92  -0.004
C36 4.32 1.26 3.23  0.003
C37 2.32 -2.75 1.71  -0.009
C38 -4.29 5.05 2.81  0.000
C39 -6.05 -1.71 -0.01  0.000
C40 2.17 -0.63 -6.75  0.000
C41 4.41 -0.99 -7.07  0.000
C42 1.96 -1.49 3.69  0.041
H1 3.07 -1.87 -8.47  0.000
H2 -0.78 -4.78 1.77  0.000
H3 -2.84 -2.19 2.05  -0.002
H4 4.72 -3.29 4.06  0.000
H5 -0.44 -3.14 1.28  0.002
H6 -0.89 -3.24 -1.57  0.001
H7 0.75 2.00 -6.09  0.000
H8 -1.14 3.55 -5.27  0.000
H9 -7.12 -2.18 1.67  0.000
H10 4.69 0.34 2.83  -0.001
H11 3.52 -1.48 5.13  0.000
H12 -1.40 1.44 1.48  0.002
H13 5.94 1.57 4.58  0.000
H14 -3.10 5.61 1.05  0.000
H15 5.20 3.87 5.11  0.000
H16 -4.76 -1.31 -1.62  0.001
H17 3.12 4.76 4.30  0.000
H18 -3.47 4.01 -1.32  0.000
H19 1.80 3.43 2.60  -0.001
H20 -2.55 4.35 -3.52  0.000
H21 -2.70 -3.46 -1.78  -0.002
H22 0.56 -4.83 -0.79  0.000
H23 -2.73 -4.21 0.58  -0.001
H24 1.13 -0.99 -6.94  0.000
H25 -6.95 -1.62 -0.62  0.000
H26 -5.31 3.80 4.36  0.000
H27 5.38 -1.32 -7.45  0.000
H28 0.45 -1.67 2.09  -0.073
H29 1.14 -5.37 0.78  0.002
H30 4.16 -3.95 1.66  -0.001
H31 2.72 -0.20 -2.94  0.003
H32 -5.04 -2.52 3.09  0.000
H33 -1.78 -5.21 -0.46  0.000
H34 1.44 -0.67 4.24  0.001
H35 -4.41 5.99 3.29  0.000

Calculated values
electronic energy	-104431.35707	eV
LUMO level (spin up / spin down)	-5.25 / -6.89	eV
ΔE to the lowest compared entry with this formula, charge and spin	0.00	kJ/mol
spin multiplicity	5
charge	+2
molecular weight	980.251	g/mol

=====

[2]
# C42H35N3O4STeZn

C42H35N3O4STeZn as an isolated structure (ωB97M-V/def2-TZVPD, OMol25).

Each line ends with the Mulliken charge.
Positions of all 87 atoms, in Å:
Te1 0.42 -3.52 0.17  0.043
Zn1 -0.73 0.22 -0.06  1.817
S1 -0.41 2.50 -0.71  -0.593
O1 -4.50 0.66 -1.21  -0.759
O2 1.65 -0.18 3.53  -0.844
O3 1.53 -1.14 -3.40  -0.827
O4 -2.69 0.23 -0.01  -0.981
N1 -0.25 -0.09 2.18  0.786
N2 1.26 -0.40 0.03  0.765
N3 -0.32 -0.71 -2.05  0.676
C1 2.29 -4.11 0.94  0.222
C2 -2.01 3.21 -0.54  0.712
C3 -0.14 -6.16 -1.27  -0.270
C4 1.04 -0.19 2.44  -0.559
C5 0.96 -0.85 -2.33  -0.280
C6 -0.63 -7.45 -1.42  -0.563
C7 -0.95 -6.12 0.99  -0.367
C8 2.55 -4.07 2.31  0.093
C9 -0.10 1.25 -4.22  -1.340
C10 -1.25 -0.72 -3.10  -0.729
C11 3.31 -4.47 0.07  -0.421
C12 -2.14 0.16 -5.16  -0.855
C13 -1.47 2.41 2.79  -1.149
C14 1.87 -0.67 -1.12  0.332
C15 -3.25 2.54 -0.52  0.497
C16 -1.82 1.16 3.54  1.277
C17 -1.14 -0.03 3.28  -0.515
C18 3.27 -0.59 1.24  -0.480
C19 -1.29 -8.07 -0.37  -0.442
C20 -2.33 -1.61 -3.04  1.343
C21 -2.35 -1.07 5.09  -0.967
C22 1.90 -0.38 1.19  0.323
C23 3.81 -4.39 2.80  -0.580
C24 -3.28 -1.61 -4.05  -0.850
C25 3.24 -0.89 -1.15  -0.671
C26 -1.17 0.20 -4.16  1.335
C27 -1.44 -7.41 0.84  -0.580
C28 -3.19 -0.74 -5.12  -0.853
C29 -2.78 1.21 4.54  -1.000
C30 -0.65 -2.44 3.89  -0.707
C31 3.93 -0.84 0.05  -0.427
C32 -3.49 1.03 -0.63  0.105
C33 -2.05 4.61 -0.42  -0.727
C34 -4.43 4.65 -0.23  -0.598
C35 -4.43 3.27 -0.38  -0.821
C36 -3.06 0.10 5.32  -0.863
C37 -3.22 5.32 -0.26  -0.529
C38 -1.39 -1.15 4.09  0.951
C39 4.82 -4.77 1.92  -0.426
C40 -2.48 -2.56 -1.89  -1.063
C41 -0.29 -5.49 -0.06  0.165
C42 4.57 -4.81 0.56  -0.662
H1 -3.31 2.14 4.71  0.354
H2 4.00 -4.34 3.86  0.409
H3 0.04 1.70 -3.24  0.042
H4 -2.39 -2.04 -0.93  0.055
H5 -5.35 2.72 -0.39  0.414
H6 0.86 0.82 -4.52  0.262
H7 -3.46 -3.04 -1.91  0.396
H8 -3.95 -0.73 -5.89  0.350
H9 0.42 -2.29 4.05  0.205
H10 -2.55 -1.95 5.69  0.328
H11 -0.48 2.77 3.10  0.309
H12 -3.83 0.14 6.08  0.362
H13 -2.20 3.20 2.96  0.387
H14 -2.07 0.89 -5.97  0.330
H15 -1.68 -9.08 -0.49  0.350
H16 5.80 -5.01 2.30  0.363
H17 -1.08 -5.60 1.93  0.387
H18 -4.12 -2.29 -3.97  0.320
H19 -5.37 5.18 -0.11  0.357
H20 -1.40 2.24 1.72  -0.200
H21 -1.02 -3.20 4.59  0.257
H22 -0.79 -2.82 2.88  -0.075
H23 -1.10 5.14 -0.44  0.405
H24 3.76 -0.58 2.20  0.585
H25 5.00 -1.02 0.06  0.437
H26 3.70 -1.12 -2.10  0.568
H27 -1.72 -3.35 -1.94  0.046
H28 -0.39 2.03 -4.92  0.444
H29 1.77 -3.75 2.99  0.167
H30 -3.18 6.40 -0.16  0.344
H31 -0.52 -7.96 -2.37  0.367
H32 3.13 -4.46 -1.00  0.379
H33 0.36 -5.67 -2.09  0.386
H34 5.36 -5.08 -0.13  0.378
H35 -1.96 -7.89 1.66  0.388

Calculated values
electronic energy	-123335.12980	eV
LUMO level	3.75	eV
charge	-2
molecular weight	870.816	g/mol

=====

[3]
# C42H36BN10O3P2TeTi

C42H36BN10O3P2TeTi as an isolated structure at a distorted geometry (ωB97M-V/def2-TZVPD, OMol25).

Each line ends with the Mulliken charge.
Positions of all 96 atoms, in Å:
Te1 -1.29 -2.97 -2.10  0.391
Ti1 0.97 -0.55 0.79  -2.154
P1 -1.51 -0.64 0.36  1.682
P2 0.69 -0.31 -1.68  1.299
O1 1.27 -2.41 0.85  -0.270
O2 1.30 -4.51 0.38  -0.569
O3 1.83 -3.08 -1.15  -0.395
N1 0.70 1.51 1.21  0.533
N2 -5.81 -1.77 -3.56  -0.590
N3 3.02 -0.14 0.63  1.573
N4 1.43 -0.60 2.83  1.168
N5 3.71 2.41 3.31  0.562
N6 1.48 -3.41 -0.03  0.547
N7 3.65 0.63 1.55  0.378
N8 3.78 2.52 4.66  -1.082
N9 1.70 2.20 1.83  0.328
N10 2.09 0.39 3.49  0.137
C1 0.69 4.20 -2.62  -0.813
C2 -0.50 2.11 -2.59  -0.347
C3 -0.22 2.42 0.88  -0.537
C4 1.76 2.22 -1.77  -0.668
C5 -2.35 -2.12 4.00  -0.727
C6 -3.22 -0.01 0.17  1.184
C7 -1.64 -3.29 1.57  -0.534
C8 4.61 3.52 4.90  -0.333
C9 -4.75 -1.60 -4.35  -0.604
C10 -3.24 -2.43 -2.71  0.337
C11 1.09 -0.91 -3.35  1.157
C12 0.44 -1.11 -5.65  -0.981
C13 4.50 3.35 2.72  -0.421
C14 5.10 4.08 3.70  -1.048
C15 0.60 1.48 -2.02  1.518
C16 -0.46 3.46 -2.88  -0.785
C17 -5.79 0.93 -0.39  -0.664
C18 -4.33 -2.62 -1.88  -0.051
C19 2.32 -1.47 -3.65  -0.182
C20 -2.09 -1.33 2.89  -0.681
C21 1.05 -1.49 3.75  -0.402
C22 -4.33 -0.57 0.80  -0.805
C23 -1.75 -1.91 1.66  1.294
C24 1.40 3.50 1.88  -0.111
C25 -0.90 -1.04 -1.25  -1.209
C26 -3.42 1.04 -0.73  0.074
C27 -5.59 -2.27 -2.35  -0.592
C28 2.10 0.12 4.80  0.043
C29 0.17 3.69 1.26  -1.685
C30 2.61 -1.87 -4.95  -0.880
C31 -4.69 1.50 -1.02  -1.081
C32 -5.60 -0.11 0.51  -0.793
C33 -2.23 -3.50 3.91  -0.726
C34 1.80 3.57 -2.07  -0.655
C35 -3.45 -1.92 -3.98  -0.194
C36 5.22 -0.40 0.40  -1.599
C37 4.97 0.48 1.43  -0.104
C38 1.67 -1.69 -5.95  -0.748
C39 3.97 -0.76 -0.07  -0.543
C40 1.44 -1.08 5.01  -1.689
C41 0.15 -0.72 -4.36  -0.506
C42 -1.87 -4.08 2.70  -0.873
B1 2.82 1.44 2.60  0.709
H1 -1.32 3.95 -3.33  0.485
H2 -1.40 1.55 -2.81  0.321
H3 5.65 1.01 2.09  0.532
H4 -4.83 2.31 -1.72  0.475
H5 1.89 -1.99 -6.96  0.410
H6 -6.46 -0.56 1.00  0.469
H7 -2.57 1.49 -1.23  0.110
H8 -2.16 -0.25 2.98  0.405
H9 -4.22 -3.04 -0.88  0.357
H10 -1.13 2.12 0.39  0.636
H11 2.63 1.73 -1.35  0.267
H12 3.70 -1.44 -0.86  0.308
H13 2.05 4.21 2.35  0.602
H14 4.84 3.80 5.91  0.465
H15 -6.79 1.28 -0.62  0.406
H16 5.80 4.90 3.58  0.474
H17 1.28 -1.58 5.95  0.486
H18 6.18 -0.74 0.04  0.477
H19 -0.82 -0.30 -4.13  0.559
H20 -2.63 -1.65 4.94  0.499
H21 -4.21 -1.38 1.50  0.345
H22 2.59 0.79 5.48  0.543
H23 -2.64 -1.77 -4.67  0.449
H24 -0.37 4.61 1.13  0.483
H25 -2.42 -4.12 4.77  0.409
H26 0.52 -2.39 3.45  0.687
H27 -4.95 -1.20 -5.34  0.382
H28 3.57 -2.32 -5.18  0.474
H29 3.06 -1.62 -2.87  0.166
H30 2.71 4.13 -1.88  0.499
H31 -0.30 -0.97 -6.43  0.465
H32 0.73 5.25 -2.86  0.416
H33 -1.77 -5.15 2.62  0.457
H34 4.57 3.42 1.64  0.582
H35 -6.46 -2.41 -1.72  0.418
H36 -1.39 -3.77 0.64  0.202

Calculated values
electronic energy	-114838.50407	eV
LUMO level	-3.87	eV
ΔE to the lowest compared entry with this formula, charge and spin	387.21	kJ/mol
charge	+1
molecular weight	977.044	g/mol

=====

[4]
# C42H36CuNP2Si

C42H36CuNP2Si as an isolated structure (ωB97M-V/def2-TZVPD, OMol25).

Each line ends with the Mulliken charge.
Positions of all 83 atoms, in Å:
Cu1 -0.70 0.60 1.79  -0.523
P1 -1.17 0.42 -1.63  1.064
P2 1.59 -0.39 0.99  1.433
Si1 -1.65 -1.37 1.15  1.479
N1 -0.65 2.38 2.57  0.350
C1 1.77 -1.04 5.06  -0.683
C2 1.29 -0.87 -5.32  -0.565
C3 -2.63 -2.38 2.46  -1.478
C4 -2.92 4.09 -1.33  -0.548
C5 0.13 3.39 2.17  -0.001
C6 4.51 0.04 -1.83  -0.598
C7 0.56 -4.87 0.41  -0.925
C8 -1.71 2.66 3.34  -0.120
C9 5.71 -0.15 -1.15  -0.548
C10 -0.31 -0.08 -3.17  -0.057
C11 2.05 -0.32 2.77  0.063
C12 -0.19 -2.58 0.75  0.649
C13 -2.74 -1.58 -0.43  0.606
C14 0.23 0.87 -4.04  -0.559
C15 2.47 0.06 5.51  -0.526
C16 2.76 0.79 3.24  -0.409
C17 1.88 -4.46 0.50  -0.776
C18 5.68 -0.45 0.20  -0.707
C19 -4.54 -2.73 -1.60  -0.846
C20 -2.27 2.88 -1.11  -0.356
C21 2.97 0.98 4.59  -0.792
C22 -2.10 1.94 -2.13  0.111
C23 -1.23 5.00 3.29  -0.177
C24 2.18 -3.12 0.68  -0.566
C25 -0.12 4.71 2.52  -0.884
C26 3.31 -0.05 -1.15  -0.227
C27 1.56 -1.23 3.70  -0.393
C28 -3.78 -2.51 -0.46  -0.387
C29 1.16 -2.17 0.79  0.084
C30 -2.51 -0.84 -1.60  -0.083
C31 -4.29 -2.00 -2.75  -0.913
C32 -0.45 -3.93 0.54  -0.541
C33 1.01 0.48 -5.12  -0.699
C34 -3.40 4.38 -2.60  -0.511
C35 -2.61 2.24 -3.39  -0.103
C36 3.27 -0.35 0.21  -0.366
C37 0.79 -1.81 -4.44  -0.641
C38 0.00 -1.42 -3.37  -0.481
C39 -3.26 3.45 -3.62  -0.796
C40 -3.28 -1.05 -2.74  -0.050
C41 4.47 -0.55 0.88  -0.054
C42 -2.04 3.95 3.72  -0.777
H1 -2.32 1.82 3.65  0.411
H2 -3.89 5.33 -2.79  0.379
H3 0.32 -5.91 0.26  0.391
H4 -2.69 -3.45 2.22  0.427
H5 2.62 0.22 6.57  0.380
H6 -1.47 6.02 3.56  0.402
H7 1.90 -1.17 -6.16  0.391
H8 -0.38 -2.17 -2.68  0.322
H9 3.16 1.51 2.52  0.488
H10 -4.88 -2.16 -3.64  0.417
H11 -3.65 -2.00 2.57  0.411
H12 2.38 0.11 -1.69  0.258
H13 1.40 1.23 -5.80  0.410
H14 1.03 -2.86 -4.58  0.451
H15 -3.64 3.67 -4.61  0.387
H16 3.52 1.85 4.94  0.409
H17 -3.09 -0.49 -3.64  0.135
H18 -5.32 -3.49 -1.59  0.397
H19 -3.04 4.80 -0.53  0.453
H20 6.61 -0.62 0.74  0.409
H21 4.52 0.27 -2.89  0.467
H22 -2.49 1.55 -4.21  0.359
H23 -2.14 -2.29 3.43  0.313
H24 1.00 -2.10 3.35  0.322
H25 1.37 -1.76 5.77  0.421
H26 -1.87 2.66 -0.12  0.082
H27 -3.99 -3.08 0.43  0.345
H28 3.21 -2.82 0.74  0.361
H29 -2.92 4.13 4.32  0.437
H30 2.69 -5.19 0.42  0.390
H31 4.47 -0.80 1.93  0.460
H32 0.54 5.49 2.18  0.436
H33 0.97 3.13 1.54  0.431
H34 0.05 1.92 -3.87  0.515
H35 -1.48 -4.27 0.48  0.384
H36 6.65 -0.07 -1.67  0.378

Calculated values
electronic energy	-116724.44249	eV
LUMO level	0.09	eV
ΔE to the lowest compared entry with this formula, charge and spin	0.00	kJ/mol
charge	0
molecular weight	708.337	g/mol

=====

[5]
# C42H36F2NP2V

C42H36F2NP2V as an isolated structure (ωB97M-V/def2-TZVPD, OMol25).

Each line ends with the Mulliken spin population.
Positions of all 84 atoms, in Å:
V1 0.72 0.34 0.11  0.981
P1 -0.60 -0.17 2.03  -0.056
P2 -3.10 -0.77 0.46  0.011
F1 5.09 4.76 1.50  0.001
F2 0.84 6.13 -3.69  0.000
N1 -2.24 -0.76 1.97  -0.019
C1 0.16 -3.57 4.37  -0.001
C2 2.13 -1.47 0.02  -0.063
C3 0.12 -1.50 3.11  0.002
C4 -0.52 -2.64 3.59  -0.003
C5 -4.62 1.31 -0.56  0.001
C6 0.11 5.18 -1.65  0.005
C7 -0.92 1.62 -0.80  0.032
C8 0.85 -1.97 -0.33  0.005
C9 -1.54 2.00 5.41  0.003
C10 0.26 3.84 -3.65  0.006
C11 -1.31 0.94 4.55  -0.004
C12 2.14 -2.24 4.23  -0.002
C13 -0.34 4.07 -0.96  -0.006
C14 -0.81 1.16 3.27  -0.046
C15 -5.90 -3.76 0.56  0.000
C16 -1.27 3.30 4.99  -0.004
C17 1.49 -3.37 4.70  -0.001
C18 -5.12 -1.70 2.24  0.001
C19 3.54 3.75 0.02  -0.002
C20 3.70 3.03 2.30  -0.010
C21 -4.62 2.87 1.73  0.000
C22 2.54 2.80 -0.19  0.142
C23 -3.98 0.84 0.59  0.004
C24 2.68 2.10 2.05  0.050
C25 -6.14 -2.55 2.62  0.000
C26 0.43 -1.34 -1.52  -0.005
C27 1.45 -0.45 -1.92  0.014
C28 4.11 3.84 1.27  0.012
C29 -0.76 3.53 3.72  0.006
C30 2.06 1.93 0.81  -0.107
C31 -0.19 2.74 -2.93  -0.022
C32 2.50 -0.53 -0.98  0.016
C33 -4.87 -2.91 0.19  -0.001
C34 0.41 5.04 -3.00  -0.005
C35 1.47 -1.33 3.44  0.010
C36 -5.27 2.53 -0.55  0.000
C37 -6.54 -3.59 1.78  0.000
C38 -0.52 2.46 2.86  0.029
C39 -0.50 2.81 -1.56  -0.020
C40 -5.27 3.31 0.59  0.000
C41 -3.98 1.63 1.73  -0.005
C42 -4.47 -1.87 1.02  -0.002
H1 3.19 -2.07 4.47  0.000
H2 0.28 -2.70 0.24  0.003
H3 -5.76 2.88 -1.45  0.000
H4 -4.58 3.48 2.63  0.000
H5 -0.30 1.79 -3.44  -0.001
H6 -1.45 4.14 5.66  -0.001
H7 4.15 3.13 3.28  0.000
H8 -1.44 0.93 -1.47  0.007
H9 1.42 0.21 -2.78  -0.004
H10 -4.83 -0.88 2.89  0.000
H11 -4.58 0.72 -1.47  0.000
H12 1.99 -0.46 3.05  -0.006
H13 -4.37 -3.05 -0.76  0.000
H14 -6.64 -2.41 3.57  0.000
H15 -2.40 -1.62 2.48  -0.003
H16 -0.10 2.62 1.88  0.062
H17 -1.68 1.92 -0.07  0.000
H18 -7.34 -4.25 2.08  0.000
H19 0.23 6.14 -1.17  0.000
H20 2.36 1.51 2.91  -0.003
H21 2.13 2.74 -1.19  0.000
H22 2.02 -4.10 5.31  0.000
H23 -1.53 -0.07 4.87  0.000
H24 -3.44 1.30 2.61  0.001
H25 -1.93 1.82 6.40  0.000
H26 -0.52 -1.47 -2.00  0.000
H27 2.71 -1.77 0.87  -0.001
H28 -0.53 4.54 3.39  0.000
H29 -6.20 -4.57 -0.10  0.000
H30 3.87 4.40 -0.78  -0.001
H31 -0.55 4.17 0.10  -0.004
H32 3.42 0.04 -0.99  0.005
H33 -1.56 -2.86 3.37  -0.001
H34 0.51 3.77 -4.70  0.000
H35 -5.75 4.28 0.59  0.000
H36 -0.36 -4.45 4.72  0.000

Calculated values
electronic energy	-95329.32118	eV
LUMO level (spin up / spin down)	2.39 / 2.39	eV
ΔE to the lowest compared entry with this formula, charge and spin	10.69	kJ/mol
spin multiplicity	2
charge	-1
molecular weight	705.645	g/mol